(1)
The following is a quantum chemistry calculation of a 2-piece molecular cluster, C5H8Cl3NO overall, from the Open Molecules 2025 dataset.

Geometry (Å):
Cl -1.27 -4.53 0.59
Cl -0.06 -1.90 2.26
Cl 1.06 -1.10 -1.64
O 0.57 0.83 0.56
N -1.58 0.89 -0.50
C 1.13 2.11 0.42
C -0.56 0.52 0.00
C 1.08 -2.12 -0.26
C -0.22 -1.85 0.58
C -1.44 -2.75 0.04
H 1.62 2.36 -0.57
H 1.97 -1.77 0.31
H -1.77 1.76 -0.93
H 0.35 2.97 0.61
H 1.61 2.21 1.39
H -2.40 -2.35 0.35
H -1.14 -2.82 -1.06
H 1.09 -3.14 -0.60

Output
energy: -46415.001 eV
lowest unoccupied orbital energy (alpha / beta): 0.0042 / 0.0041 Eh
energy above the lowest of the compared OMol25 structures with the same formula, charge and spin: 248.3 kJ/mol
Kohn-Sham gap (alpha / beta): 7.989 / 7.985 eV
highest occupied orbital energy (alpha / beta): -0.2894 / -0.2894 hartree

Mulliken atomic charge list, values in e, 8 entries: -0.219, -0.183, -0.173, -0.127, -0.405, -0.786, 0.327, -0.602

---

(2)
The following is a quantum chemistry calculation of a 2-piece molecular cluster, C5H9N4 overall, from the Open Molecules 2025 dataset.

Geometry (Å):
N -0.20 1.72 0.31
N 0.48 2.22 -0.65
N -0.71 -0.12 1.75
N 0.02 -0.47 -0.47
C 0.18 0.00 -1.80
C -0.80 -1.41 1.97
C 0.07 -1.75 -0.25
C -0.30 0.37 0.57
C -0.35 -2.29 0.94
H 0.37 -0.84 -2.33
H 1.06 0.49 -1.75
H 0.48 3.21 -0.74
H -0.71 2.32 1.01
H -1.29 -1.67 2.91
H -0.07 -3.35 1.04
H 0.17 -2.38 -1.06
H -0.74 0.55 -2.16
H 2.34 3.39 0.71

Output
energy: -11278.946 eV
lowest unoccupied orbital energy (alpha / beta): -0.1875 / -0.1642 Eh
energy above the lowest of the compared OMol25 structures with the same formula, charge and spin: 630.6 kJ/mol
Kohn-Sham gap (alpha / beta): 9.002 / 7.947 eV
net charge: +1
highest occupied orbital energy (alpha / beta): -0.5183 / -0.4562 hartree

Mulliken atomic charge list, values in e, 8 entries: 0.271, -0.786, -0.540, 0.052, -1.014, -0.112, 0.266, 0.565

---

(3)
The following is a quantum chemistry calculation of C25H15F9N4O6Ti as an isolated structure, from the Open Molecules 2025 dataset.

Geometry (Å):
Ti 0.49 0.04 -0.13
F -3.42 3.33 1.24
F -2.36 -0.57 2.02
F -2.27 3.03 3.68
F -3.62 0.61 0.72
F -1.21 1.16 3.97
F -1.36 3.99 1.06
F -3.68 0.94 2.85
F -2.21 2.69 -0.44
F -0.19 2.87 3.16
O -0.56 1.18 1.20
O 0.86 -1.23 1.46
O 2.12 3.77 -0.97
O -1.33 -0.03 -0.88
O 1.59 -1.46 3.58
O 1.06 1.78 -1.09
N 0.40 -1.57 -1.27
N 1.90 1.06 1.20
N -0.78 -1.96 -1.86
N 2.64 -0.58 -0.73
C -5.63 -1.42 -3.14
C -3.04 -1.19 -2.12
C -2.17 2.93 0.87
C 3.82 0.03 -0.63
C 2.08 0.55 2.39
C 1.48 -0.85 2.52
C -1.34 2.20 3.14
C 2.75 3.15 1.85
C -4.78 -2.51 -3.15
C 1.77 2.68 -0.52
C 1.46 -2.46 -1.48
C 2.97 2.63 3.12
C 2.20 2.30 0.90
C -1.66 -1.06 -1.61
C -5.18 -0.21 -2.62
C 1.26 -3.85 -1.98
C 5.09 -1.95 -1.08
C 2.66 -1.92 -1.16
C -1.67 1.70 1.69
C 2.63 1.31 3.41
C 5.05 -0.55 -0.80
C 3.93 -2.62 -1.25
C -3.49 -2.40 -2.65
C -3.90 -0.09 -2.12
C -2.84 0.65 1.82
H 2.06 -4.15 -2.66
H 3.93 -3.68 -1.45
H 3.38 3.26 3.90
H 2.75 0.88 4.40
H -5.84 0.65 -2.61
H 5.95 0.04 -0.68
H 3.80 1.09 -0.38
H 0.32 -3.93 -2.52
H -6.64 -1.50 -3.53
H 6.04 -2.47 -1.15
H -3.54 0.84 -1.71
H 2.97 4.17 1.58
H -2.82 -3.25 -2.65
H 1.23 -4.59 -1.16
H -5.12 -3.46 -3.55

Output
energy: -91994.770 eV
lowest unoccupied orbital energy (alpha / beta): 0.1723 / 0.1723 Eh
energy above the lowest of the compared OMol25 structures with the same formula, charge and spin: 35.8 kJ/mol
Kohn-Sham gap (alpha / beta): 4.679 / 4.671 eV
net charge: -2
highest occupied orbital energy (alpha / beta): 0.0003 / 0.0006 hartree

Mulliken atomic charge list, values in e, 8 entries: -0.932, -0.322, -0.288, -0.305, -0.232, -0.280, -0.283, -0.323